{
  "formula": "C57H58GeN3OOsP",
  "method": "ωB97M-V/def2-TZVPD",
  "species": ["Os", "N", "C", "C", "C", "C", "C", "C", "P", "C", "C", "C", "C", "C", "C", "C", "C", "C", "C", "C", "C", "H", "H", "H", "H", "H", "H", "H", "H", "H", "H", "H", "H", "H", "H", "H", "H", "C", "C", "C", "C", "C", "C", "C", "C", "N", "C", "C", "C", "C", "N", "C", "C", "C", "C", "C", "C", "C", "C", "H", "H", "H", "H", "H", "H", "H", "H", "H", "H", "H", "H", "H", "H", "H", "H", "H", "H", "H", "H", "H", "H", "H", "H", "O", "H", "H", "C", "Ge", "C", "C", "C", "C", "C", "C", "C", "C", "C", "C", "C", "C", "C", "C", "C", "C", "C", "C", "H", "H", "H", "H", "H", "H", "H", "H", "H", "H", "H", "H", "H", "H", "H", "H"],
  "positions_angstrom": [[0.548, -0.168, 0.852], [1.968, -0.984, 2.266], [3.364, -0.602, 2.072], [4.354, -0.848, 3.004], [5.720, -0.658, 2.616], [5.999, -0.259, 1.306], [4.990, 0.053, 0.394], [3.656, -0.134, 0.758], [2.346, 0.062, -0.542], [2.514, -1.376, -1.695], [3.035, -2.535, -1.101], [3.287, -3.665, -1.885], [2.960, -3.700, -3.225], [2.379, -2.557, -3.802], [2.239, -1.380, -3.084], [2.767, 1.566, -1.532], [2.330, 2.808, -1.056], [2.837, 3.978, -1.625], [3.625, 3.976, -2.761], [4.012, 2.729, -3.255], [3.606, 1.518, -2.648], [1.665, -0.619, 3.186], [1.860, -2.034, 2.360], [4.165, -1.223, 4.019], [6.515, -0.803, 3.355], [7.013, -0.066, 0.966], [5.248, 0.403, -0.621], [3.286, -2.553, -0.041], [3.639, -4.589, -1.408], [3.124, -4.577, -3.852], [2.088, -2.592, -4.859], [1.858, -0.466, -3.574], [1.581, 2.843, -0.289], [2.655, 4.920, -1.120], [3.965, 4.925, -3.238], [4.674, 2.653, -4.111], [3.940, 0.569, -3.071], [2.648, 2.746, 3.122], [1.385, 3.384, 2.677], [1.380, 4.761, 2.582], [0.227, 5.485, 2.367], [-1.002, 4.843, 2.404], [-1.025, 3.455, 2.496], [-2.411, 2.915, 2.480], [0.149, 2.698, 2.499], [0.054, 1.239, 2.453], [-0.576, 0.607, 3.461], [-0.733, 1.148, 4.896], [-1.182, -0.711, 3.250], [-2.183, -1.201, 4.302], [-0.700, -1.437, 2.256], [-0.829, -2.839, 2.302], [0.111, -3.609, 3.072], [0.967, -3.090, 4.197], [0.232, -4.949, 2.723], [-0.732, -5.593, 1.977], [-1.886, -4.938, 1.653], [-1.962, -3.565, 1.780], [-3.262, -2.984, 1.334], [2.852, 2.927, 4.190], [3.504, 3.161, 2.553], [2.614, 1.660, 2.996], [2.321, 5.295, 2.622], [0.271, 6.556, 2.189], [-1.937, 5.417, 2.371], [-2.924, 3.257, 1.531], [-2.983, 3.373, 3.315], [-2.479, 1.828, 2.516], [-0.104, 2.036, 5.074], [-0.509, 0.350, 5.633], [-1.808, 1.457, 5.072], [-2.935, -0.402, 4.495], [-1.601, -1.447, 5.210], [-2.668, -2.140, 3.979], [2.053, -3.225, 4.009], [0.734, -3.660, 5.158], [0.728, -2.062, 4.407], [1.138, -5.460, 3.075], [-0.624, -6.626, 1.660], [-2.748, -5.489, 1.207], [-3.410, -3.047, 0.238], [-3.388, -1.922, 1.567], [-4.098, -3.519, 1.859], [-1.285, 3.239, -0.677], [-1.637, 4.121, -0.692], [-0.932, 3.109, -1.562], [-0.690, -0.568, -0.488], [-1.687, -0.101, -1.981], [-1.151, 1.110, -3.497], [-1.388, 2.488, -3.556], [-0.553, 3.284, -4.342], [0.355, 2.730, -5.249], [0.392, 1.335, -5.390], [-0.340, 0.534, -4.501], [-2.252, -1.610, -3.179], [-2.253, -2.913, -2.732], [-2.785, -3.911, -3.552], [-3.205, -3.625, -4.858], [-3.196, -2.286, -5.304], [-2.750, -1.286, -4.451], [-3.497, 0.402, -1.298], [-4.600, 0.396, -2.162], [-5.864, 0.658, -1.672], [-6.039, 1.020, -0.337], [-4.933, 1.123, 0.493], [-3.674, 0.741, 0.044], [-0.767, -1.705, -0.562], [-2.247, 2.902, -3.042], [-0.589, 4.369, -4.215], [1.079, 3.384, -5.772], [0.977, 0.849, -6.171], [-0.257, -0.563, -4.569], [-1.906, -3.169, -1.722], [-2.772, -4.931, -3.144], [-3.599, -4.449, -5.466], [-3.568, -2.017, -6.291], [-2.789, -0.235, -4.735], [-4.494, 0.179, -3.233], [-6.698, 0.621, -2.352], [-7.044, 1.263, 0.041], [-5.058, 1.460, 1.527], [-2.782, 0.753, 0.683]],
  "forces_ev_per_angstrom": [[-2.32, -1.04, 1.19], [0.51, -0.49, 1.30], [0.05, -0.38, -1.80], [1.51, 0.07, -0.20], [-1.22, 0.14, -0.14], [0.24, 0.63, 0.21], [-0.24, -0.26, 0.09], [0.77, -0.27, -0.10], [0.49, 1.10, -0.43], [0.79, -0.13, 0.32], [-0.05, 0.00, -0.59], [-0.20, -0.81, 0.67], [-0.52, 0.77, -0.41], [0.41, -0.27, -0.46], [-0.65, 0.53, 0.71], [-0.16, -0.34, 0.23], [0.59, -0.19, -0.64], [-0.48, 0.38, 0.60], [0.56, -0.30, -0.25], [-0.08, -0.75, -0.10], [0.27, 0.85, -0.24], [-0.02, -0.23, -0.52], [0.20, 1.49, -0.37], [-0.23, 0.22, -0.51], [-0.33, -0.05, -0.43], [0.01, -0.26, 0.32], [-0.14, -0.20, 0.67], [-0.05, -0.03, -0.23], [0.10, 0.55, -0.16], [-0.03, 0.15, 0.35], [0.18, 0.13, 0.43], [0.25, -0.65, 0.35], [-0.04, 0.15, 0.61], [-0.42, 0.02, -0.18], [-0.25, -0.97, 0.52], [-0.11, 0.11, -0.04], [0.02, 0.34, 0.22], [0.86, -0.64, -0.25], [-1.12, -0.32, 0.14], [0.27, 0.32, -0.52], [-0.74, 0.50, -0.08], [0.88, 0.33, 0.12], [-0.40, 0.19, -0.57], [-1.34, 0.12, -0.68], [0.71, -0.18, 0.69], [0.33, 0.09, -0.53], [-1.41, -1.06, 0.99], [-0.75, 0.49, -0.57], [0.64, 1.49, 1.18], [0.59, -0.24, -0.52], [-0.34, 0.88, 0.15], [-1.11, -1.74, 0.80], [-0.42, 0.35, -1.40], [0.11, -0.85, 0.85], [0.63, -0.27, 0.40], [0.50, -1.04, -0.08], [-0.80, -0.31, -0.65], [1.10, 0.79, -0.08], [-0.97, 0.81, -0.11], [-0.20, 0.09, -0.31], [-0.34, -0.39, 0.31], [0.15, 0.19, -0.09], [0.08, -0.04, 0.15], [0.06, -0.13, 0.23], [0.42, -0.34, -0.07], [0.49, -0.45, 0.95], [0.26, -0.49, -0.39], [-0.04, 0.06, 0.16], [-0.20, -0.43, -0.10], [-0.02, 0.58, -0.42], [1.11, -0.23, -0.10], [0.55, -0.73, 0.07], [-0.59, 0.20, -0.09], [0.15, 0.58, 0.10], [-0.50, 0.14, 0.22], [0.27, 0.59, -1.32], [0.15, 0.50, 0.17], [-0.60, -0.09, -0.02], [0.15, 0.04, 0.32], [0.81, 0.51, 0.42], [-0.01, -0.24, 0.45], [0.19, -0.02, 0.15], [0.69, 0.40, -0.65], [0.15, -0.79, 0.26], [-0.22, 0.74, 0.14], [0.21, 0.01, -0.09], [1.19, -1.52, -0.02], [-1.56, 1.05, -2.96], [0.34, -0.14, -0.04], [0.37, -0.52, -0.32], [0.05, 0.38, -0.26], [0.40, -0.07, 0.42], [-0.42, 0.03, 0.22], [0.32, 0.14, 0.39], [0.10, 0.70, 0.50], [-0.56, -0.56, 0.18], [0.66, -0.42, -0.03], [-0.20, 0.13, 0.51], [-0.07, -0.43, 0.19], [-0.19, -0.19, 0.24], [1.65, -0.14, -0.42], [-1.72, -0.13, -0.95], [0.47, -0.04, -0.89], [-1.12, 0.23, -0.40], [1.83, -0.17, 1.38], [-0.55, 0.40, 1.28], [-0.19, 0.85, 0.76], [0.33, 0.24, 0.35], [-0.18, -0.27, -0.29], [-0.74, -0.53, 0.14], [0.01, 0.24, 0.23], [0.05, 0.66, 0.04], [-0.11, 0.03, -0.43], [-0.20, 0.37, -0.49], [0.22, 0.55, 0.11], [0.10, -0.17, 0.16], [-0.01, -0.40, -0.23], [0.09, 0.00, 0.59], [-0.25, 0.02, -0.01], [0.57, -0.21, -0.17], [0.05, -0.10, -0.40], [-0.58, 0.04, -0.09]],
  "multiplicity": 5,
  "orbital_gap_ev": [5.591, 3.271],
  "total_charge": 2,
  "s2": 6.039
}

=====

{
  "formula": "C2H5N3O2",
  "method": "ωB97M-V/def2-TZVPD",
  "species": ["H", "N", "C", "N", "N", "O", "C", "O", "H", "H", "H", "H"],
  "positions_angstrom": [[-1.032, -1.967, -0.151], [0.020, -1.824, -0.069], [0.431, -0.638, -0.165], [1.783, -0.241, 0.053], [-0.439, 0.484, -0.238], [0.196, 1.680, -0.168], [-1.822, 0.466, -0.001], [-2.437, -0.558, -0.066], [2.155, 0.519, -0.534], [2.521, -0.962, 0.213], [0.793, 1.523, 0.669], [-2.168, 1.517, 0.456]],
  "forces_ev_per_angstrom": [[2.04, 0.71, 0.18], [-0.82, -0.82, -0.40], [-0.17, -0.55, 0.57], [0.65, -0.04, -0.30], [-0.73, -0.64, -0.61], [1.69, 0.91, 2.51], [1.46, 1.33, 1.55], [-1.04, 0.25, -0.17], [-0.57, -0.70, 0.32], [-1.64, 0.52, -0.33], [-1.28, 0.97, -1.98], [0.42, -1.94, -1.34]],
  "multiplicity": 1,
  "orbital_gap_ev": 10.027,
  "smiles": "[H]/N=C(/N)N(O)C=O"
}

=====

{
  "formula": "C11H15N",
  "method": "ωB97M-V/def2-TZVPD",
  "species": ["C", "C", "C", "N", "C", "C", "C", "C", "C", "C", "H", "H", "H", "H", "H", "H", "H", "H", "H", "C", "C", "H", "H", "H", "H", "H", "H"],
  "positions_angstrom": [[1.490, -1.580, 0.431], [0.287, -1.734, -0.452], [-0.274, -2.935, -0.775], [-1.421, -2.720, -1.517], [-1.622, -1.378, -1.653], [-2.521, -0.665, -2.455], [-2.334, 0.685, -2.591], [-1.329, 1.386, -1.891], [-0.433, 0.681, -1.136], [-0.545, -0.719, -1.018], [1.353, -0.749, 1.089], [2.387, -1.414, -0.171], [1.686, -2.454, 1.049], [0.054, -3.897, -0.419], [-2.061, -3.439, -1.792], [-3.386, -1.152, -2.885], [-2.971, 1.204, -3.248], [-1.187, 2.454, -1.984], [0.373, 1.123, -0.577], [0.906, 1.775, 2.844], [2.224, 2.561, 2.724], [0.620, 1.368, 1.875], [0.993, 0.937, 3.529], [0.039, 2.397, 3.054], [2.923, 2.242, 3.490], [2.094, 3.640, 2.744], [2.654, 2.385, 1.735]],
  "forces_ev_per_angstrom": [[0.17, -0.21, -0.81], [0.17, -0.70, 0.62], [-0.09, 0.71, 0.31], [-0.11, -0.66, 0.31], [0.62, 0.55, -0.48], [-0.17, -0.37, 0.44], [0.41, 0.07, 0.65], [0.30, -0.33, -0.26], [0.16, -0.88, 0.68], [-0.36, 0.17, -0.50], [0.05, 0.63, 0.47], [0.04, 0.16, 0.11], [-0.18, -0.15, -0.06], [-0.20, -0.21, -0.27], [-0.04, 0.00, -0.09], [0.13, -0.05, -0.33], [-0.80, 0.70, -0.56], [-0.26, 0.05, -0.15], [0.19, 0.53, -0.07], [-0.13, 0.24, -0.76], [-0.33, -0.21, -0.56], [0.19, -0.27, -0.10], [-0.20, 0.08, 0.18], [0.09, 0.08, 0.65], [0.20, 0.21, 0.00], [-0.11, 0.08, 0.39], [0.26, -0.20, 0.20]],
  "multiplicity": 1,
  "orbital_gap_ev": 8.770,
  "smiles": "Cc1c[nH]c2ccccc12.CC"
}

=====

{
  "formula": "ClH4NSi",
  "method": "ωB97M-V/def2-TZVPD",
  "species": ["N", "Si", "Cl", "H", "H", "H", "H"],
  "positions_angstrom": [[0.228, 0.265, -0.105], [-1.289, -0.285, 0.058], [3.148, -0.090, -0.021], [0.138, 1.337, -0.084], [-2.531, 0.540, -0.183], [-1.500, -1.863, 0.311], [1.806, 0.097, 0.023]],
  "forces_ev_per_angstrom": [[4.38, 4.47, -0.99], [-7.00, -4.42, 1.73], [-0.37, 0.14, 0.14], [0.66, -1.60, 0.14], [0.87, -0.31, -0.31], [0.44, 2.13, -0.47], [1.01, -0.40, -0.23]],
  "multiplicity": 3,
  "orbital_gap_ev": [7.268, 6.810],
  "s2": 2.006
}

=====

{
  "formula": "C4H4O2",
  "method": "ωB97M-V/def2-TZVPD",
  "species": ["C", "C", "O", "C", "C", "O", "H", "H", "H", "H"],
  "positions_angstrom": [[-1.390, -0.417, 0.458], [0.079, 0.008, 0.239], [0.471, 1.583, 0.302], [1.031, 0.771, -0.778], [1.445, -0.411, 0.014], [2.307, -1.257, -0.021], [-1.554, -1.463, 0.500], [-1.896, 0.122, -0.414], [-1.639, -0.075, 1.478], [1.145, 1.139, -1.777]],
  "forces_ev_per_angstrom": [[1.46, 2.67, -0.85], [0.01, 1.73, -0.03], [-0.38, -3.45, -1.19], [-0.62, 0.04, 2.81], [1.39, 0.45, -1.21], [-1.25, 0.20, 0.54], [0.19, -1.05, -0.60], [-0.07, -0.89, 1.64], [-0.31, 0.38, -0.69], [-0.42, -0.08, -0.42]],
  "multiplicity": 1,
  "orbital_gap_ev": 10.225,
  "smiles": "C[C@]12O[C@H]1C2=O"
}

=====

{
  "formula": "C19H21IN2O",
  "method": "ωB97M-V/def2-TZVPD",
  "species": ["N", "C", "C", "C", "C", "C", "I", "C", "O", "C", "N", "H", "H", "H", "H", "H", "H", "H", "H", "H", "C", "C", "C", "C", "C", "C", "H", "H", "H", "H", "H", "H", "C", "C", "C", "C", "C", "C", "H", "H", "H", "H", "H", "H"],
  "positions_angstrom": [[-3.421, 0.326, 0.315], [-2.148, 0.530, 0.096], [-0.532, 0.752, -0.274], [0.079, 1.888, 0.738], [1.731, 1.925, 0.806], [2.195, 2.997, 2.003], [3.929, 2.324, 3.154], [-0.492, 1.144, -1.866], [-1.904, 1.329, -2.339], [0.314, 2.525, -2.223], [1.148, 3.514, -2.465], [-0.042, -0.317, -0.155], [-0.273, 1.578, 1.835], [-0.325, 2.973, 0.567], [2.153, 0.865, 1.076], [2.228, 2.346, -0.194], [2.499, 4.018, 1.490], [1.258, 3.165, 2.686], [-0.104, 0.189, -2.466], [-1.983, 2.306, -2.562], [2.121, -3.378, -5.072], [2.268, -1.992, -5.040], [1.153, -1.175, -4.859], [-0.113, -1.745, -4.714], [-0.261, -3.131, -4.756], [0.855, -3.948, -4.933], [2.991, -4.014, -5.207], [3.254, -1.547, -5.155], [1.268, -0.095, -4.830], [-0.982, -1.109, -4.570], [-1.248, -3.575, -4.649], [0.739, -5.028, -4.963], [-0.216, -0.445, 5.347], [-0.475, -0.766, 4.014], [-1.787, -0.787, 3.543], [-2.843, -0.490, 4.406], [-2.585, -0.178, 5.741], [-1.272, -0.153, 6.211], [0.807, -0.422, 5.712], [0.347, -1.000, 3.343], [-1.988, -1.034, 2.504], [-3.865, -0.504, 4.039], [-3.407, 0.048, 6.415], [-1.071, 0.093, 7.250]],
  "forces_ev_per_angstrom": [[12.00, 1.90, -1.87], [-8.39, -1.45, 1.12], [-1.32, 0.22, 0.41], [0.53, -0.49, 1.44], [0.41, 0.61, 0.12], [-1.67, 0.57, -1.63], [-0.94, 0.29, -0.54], [-1.07, 0.01, -0.85], [2.36, 1.79, 0.03], [6.92, 5.96, -1.30], [-8.13, -9.29, 2.24], [-0.88, 2.38, -0.01], [0.68, 0.62, -2.38], [0.58, -2.20, -0.09], [-0.88, 2.01, -0.68], [-1.22, -1.27, 2.12], [-0.65, -2.18, 1.27], [2.12, -0.28, -0.96], [-0.34, 2.50, 1.15], [-0.11, -1.80, 0.40], [-0.17, 0.12, 0.01], [-0.10, -0.07, 0.04], [-0.04, -0.19, 0.04], [0.17, -0.09, 0.01], [0.13, 0.02, 0.01], [0.03, 0.20, 0.01], [-0.12, 0.10, 0.01], [-0.15, -0.07, 0.02], [0.00, -0.12, -0.04], [0.06, -0.07, -0.05], [0.16, 0.08, -0.01], [0.01, 0.16, 0.01], [-0.15, 0.02, -0.01], [-0.16, 0.09, 0.11], [0.05, 0.02, 0.13], [0.15, 0.00, 0.06], [0.12, -0.03, -0.12], [0.01, -0.04, -0.19], [-0.14, -0.01, -0.05], [-0.08, 0.02, 0.09], [-0.03, 0.04, 0.17], [0.15, 0.00, 0.02], [0.13, -0.03, -0.11], [-0.03, -0.03, -0.15]],
  "multiplicity": 1,
  "orbital_gap_ev": 9.115,
  "smiles": "N#C[C@H](CCCI)[C@@H](O)C#N.c1ccccc1.c1ccccc1"
}

=====

Across the entries above, largest force on an atom takes the values 0.06819 0.06140 0.02333 0.16446 0.07129 0.24401 hartree/bohr, respectively.
Across the entries above, relative energy (zero: lowest compared OMol25 entry of this formula, charge and spin) takes the values 0.0 344.2 42.8 133.7 369.3 738.9 kJ/mol, respectively.
Across the entries above, calculated total energy takes the values -134820.817 -10718.243 -13140.348 -21949.994 -8303.250 -33165.338 eV, respectively.